The following is a quantum chemistry calculation of C32H43BaClN10O4 as an isolated structure at a distorted geometry, from the OMol25 dataset.

Cartesian coordinates (Å):
Ba: -0.642 1.444 4.298
C: 0.719 -1.266 1.946
C: 1.195 -1.824 3.297
N: 0.963 -0.826 4.362
C: 0.349 -1.560 5.525
C: -1.166 -1.963 5.390
N: -2.014 -0.981 4.724
C: -2.592 -1.453 3.439
C: -1.576 -1.715 2.325
N: -0.621 -0.674 2.064
H: 1.452 -0.507 1.562
H: 0.668 -2.148 1.323
H: 0.692 -2.808 3.485
H: 2.284 -2.054 3.216
H: 1.887 -0.445 4.686
H: 0.912 -2.495 5.767
H: 0.424 -0.855 6.390
H: -1.268 -2.961 4.835
H: -1.550 -2.097 6.437
H: -2.696 -0.648 5.392
H: -3.227 -2.308 3.544
H: -3.151 -0.597 3.026
H: -1.109 -2.683 2.519
H: -2.208 -1.840 1.447
H: -0.874 -0.100 1.273
O: -2.783 2.354 3.274
C: -2.471 2.400 2.041
O: -1.297 2.033 1.612
C: -3.608 3.041 1.120
C: -3.426 3.650 -0.124
C: -4.518 4.110 -0.810
C: -5.825 3.813 -0.319
C: -5.861 3.205 0.936
N: -4.793 2.876 1.697
H: -2.386 3.741 -0.478
H: -4.324 4.604 -1.759
H: -6.820 4.009 -0.792
H: -6.806 2.869 1.337
C: -0.087 -3.550 -5.087
C: 1.010 -2.481 -4.992
C: 1.441 -2.406 -3.514
C: 2.279 -2.965 -5.701
C: 0.408 -1.085 -5.499
O: 0.217 -1.357 -6.885
C: 1.368 0.047 -5.361
C: 1.855 0.677 -4.010
C: 3.353 0.757 -3.691
C: 3.726 1.088 -2.361
C: 5.114 1.070 -1.990
C: 6.067 0.852 -2.942
Cl: 7.717 0.975 -2.513
C: 5.742 0.590 -4.247
C: 4.389 0.700 -4.640
C: -1.073 -0.653 -5.058
N: -1.442 -0.603 -3.686
C: -2.154 -1.418 -2.885
N: -2.137 -1.002 -1.604
C: -1.442 0.150 -1.649
N: -0.925 0.416 -2.854
H: 0.349 -4.447 -4.604
H: -0.449 -3.713 -6.136
H: -1.020 -3.322 -4.552
H: 1.821 -3.429 -3.218
H: 0.565 -2.200 -2.876
H: 2.267 -1.657 -3.379
H: 2.713 -3.819 -5.153
H: 3.079 -2.214 -5.566
H: 2.250 -3.288 -6.710
H: 0.593 -0.627 -7.446
H: 0.903 0.912 -5.849
H: 2.304 -0.227 -5.867
H: 1.360 0.106 -3.234
H: 1.430 1.695 -3.984
H: 3.027 1.296 -1.548
H: 5.457 1.244 -0.996
H: 6.529 0.288 -4.930
H: 4.213 0.726 -5.660
H: -1.739 -1.315 -5.636
H: -1.232 0.382 -5.372
H: -2.808 -2.238 -3.282
H: -1.240 0.814 -0.842
N: 1.745 3.447 7.771
C: 0.700 2.912 7.104
O: 0.929 2.840 5.864
C: -0.481 2.476 7.841
C: -1.313 1.437 7.457
N: -1.926 0.614 6.915
C: -0.724 3.118 9.057
N: -0.887 3.637 10.084
H: 2.486 3.762 7.131
H: 1.738 3.641 8.780

Its total charge is 0. The HOMO energy is -8.1 eV. The LUMO energy comes out at -0.0037 hartree. The value obtained for the energy above the lowest of the compared OMol25 structures with the same formula, charge and spin is 75.2 kJ/mol. The value obtained for the frontier orbital gap is 0.2931 Ha. The molecular weight comes out at 804.543 Da. As for the total energy: -2579.4280 Ha.

Atom charges from the Löwdin analysis, given in e for atoms 1 to 6: 2.043, -0.207, -0.223, -0.205, -0.221, -0.222

***

The following is a quantum chemistry calculation of C32H44BrN3P2PdS as an isolated structure at a distorted geometry, from the OMol25 dataset.

Cartesian coordinates (Å):
C: 7.337 -2.749 -5.085
C: 7.192 -1.478 -4.464
C: 8.313 -0.608 -4.523
C: 9.451 -1.022 -5.231
N: 9.569 -2.201 -5.838
C: 8.534 -3.033 -5.760
C: 6.014 -1.084 -3.784
C: 4.955 -0.964 -3.207
C: 4.095 -0.797 -2.133
C: 2.755 -1.177 -2.330
C: 1.804 -0.792 -1.382
C: 2.320 -0.072 -0.308
C: 3.647 0.097 0.060
C: 4.586 -0.222 -0.942
Pd: 0.973 1.364 0.166
P: -0.384 1.954 -1.571
H: 8.344 0.378 -4.036
H: 6.572 -3.535 -5.068
H: 10.330 -0.377 -5.331
H: 8.691 -3.980 -6.283
H: 5.653 -0.025 -0.823
H: 2.442 -1.703 -3.239
H: 3.896 0.501 1.033
H: 0.734 -0.989 -1.499
C: -1.779 2.741 -0.698
C: -2.206 4.132 -1.184
H: -1.479 2.748 0.362
H: -2.624 2.040 -0.755
H: -3.101 4.467 -0.635
H: -1.421 4.883 -1.017
H: -2.466 4.142 -2.252
C: 0.855 3.139 -2.279
C: 1.202 3.016 -3.754
H: 1.753 2.878 -1.681
H: 0.594 4.172 -2.006
H: 2.064 3.655 -3.976
H: 1.475 1.992 -4.032
H: 0.379 3.348 -4.394
C: -1.186 1.041 -2.964
C: -2.214 1.807 -3.813
H: -1.673 0.178 -2.483
H: -0.388 0.633 -3.603
H: -2.554 1.184 -4.652
H: -3.110 2.072 -3.239
H: -1.808 2.727 -4.251
Br: -0.276 1.081 2.509
P: 3.103 3.682 1.600
C: 1.907 4.365 0.434
C: 1.687 5.839 0.808
H: 0.969 3.783 0.500
H: 2.271 4.284 -0.600
H: 1.314 6.453 -0.018
H: 0.977 5.952 1.633
H: 2.621 6.301 1.150
C: 2.441 2.850 3.024
C: 3.004 3.094 4.445
H: 2.525 1.781 2.795
H: 1.361 3.044 3.042
H: 2.358 2.598 5.186
H: 4.007 2.674 4.590
H: 3.051 4.149 4.738
C: 4.513 2.828 0.848
C: 5.688 3.811 0.812
H: 4.276 2.447 -0.153
H: 4.777 1.967 1.473
H: 6.640 3.324 0.584
H: 5.535 4.601 0.073
H: 5.792 4.309 1.778
N: 2.373 -0.802 2.542
C: 1.378 -1.605 2.081
N: 0.447 -1.292 1.205
C: -0.489 -2.302 1.132
C: -1.690 -2.310 0.412
C: -2.532 -3.419 0.507
C: -2.226 -4.518 1.328
C: -1.052 -4.508 2.077
C: -0.176 -3.443 1.938
S: 1.364 -3.240 2.720
H: 2.919 -1.216 3.296
H: 2.013 0.147 2.712
H: -1.902 -1.433 -0.200
H: -3.455 -3.429 -0.058
H: -2.908 -5.370 1.383
H: -0.802 -5.292 2.785

The spin multiplicity is 3. Its total charge is +2. The HOMO energy (spin up / spin down) is -12.6 / -12.6 eV. The LUMO energy (spin up / spin down) comes out at -0.2871 / -0.3094 hartree. The value obtained for the energy above the lowest of the compared OMol25 structures with the same formula, charge and spin is 0.0 kJ/mol. The value obtained for the frontier orbital gap (spin up / spin down) is 0.1773 / 0.1546 Ha. The molecular weight comes out at 751.064 Da. As for the total energy: -5192.0569 Ha.

Atom charges from the Löwdin analysis, given in e for atoms 1 to 6: 0.008, -0.221, -0.007, -0.129, 0.071, -0.125